Entry 1:
Molecular formula: C2H7NO3
Method: DFT, ωB97M-V/def2-TZVPD

The SMILES is NCC(=O)O.O. As for the HOMO energy: -10.180 eV. Its total energy is -9819.973 eV. Its multiplicity is 1. Its energy relative to the best compared isomer or geometry (same formula, charge and spin) is 22.8 kcal/mol. As for the charge: 0. For the LUMO energy, the calculation gives 0.0149 Eh. The max |F| comes out at 0.05122 hartree/bohr.

CARTESIAN COORDINATES (ANGSTROEM)
1 O -1.654 1.894 1.280
2 O -0.600 0.115 2.247
3 C -0.780 1.032 1.259
4 N 0.214 -0.530 -0.344
5 C 0.086 0.857 0.007
6 H -1.427 0.294 2.772
7 H -0.764 -0.791 -0.508
8 H 0.512 -1.050 0.489
9 H 1.098 1.240 0.239
10 H -0.296 1.420 -0.866
11 O 0.968 -1.770 -2.362
12 H 0.773 -1.214 -1.574
13 H 1.871 -1.497 -2.641

Entry 2:
Molecular formula: C2H7NO3
Method: DFT, ωB97M-V/def2-TZVPD

The SMILES is CNC(=O)O.O. As for the HOMO energy: -9.792 eV. Its total energy is -9820.468 eV. Its multiplicity is 1. Its energy relative to the best compared isomer or geometry (same formula, charge and spin) is 11.4 kcal/mol. As for the charge: 0. For the LUMO energy, the calculation gives 0.0187 Eh. The max |F| comes out at 0.04307 hartree/bohr.

CARTESIAN COORDINATES (ANGSTROEM)
1 C 0.999 0.788 -1.861
2 N 1.084 1.225 -0.471
3 C 0.468 0.537 0.543
4 O 0.367 -0.796 0.253
5 O 0.285 1.023 1.632
6 H 1.254 1.644 -2.486
7 H 0.033 0.357 -2.093
8 H 1.813 0.101 -2.092
9 H 1.143 2.208 -0.267
10 H -0.467 -1.056 0.669
11 H -1.828 -2.643 0.482
12 H -3.152 -2.417 -0.343
13 O -2.591 -2.075 0.358

Entry 3:
Molecular formula: C2H7NO4
Method: DFT, ωB97M-V/def2-TZVPD

The SMILES is O=CNC=O.O.O. As for the HOMO energy: -9.432 eV. Its total energy is -11866.518 eV. Its multiplicity is 1. Its energy relative to the best compared isomer or geometry (same formula, charge and spin) is 42.0 kcal/mol. As for the charge: 0. For the LUMO energy, the calculation gives -0.0029 Eh. The max |F| comes out at 0.12034 hartree/bohr.

CARTESIAN COORDINATES (ANGSTROEM)
1 O -2.636 -0.357 -1.251
2 C -1.722 -0.054 -0.491
3 N -0.413 0.037 -1.118
4 C -0.263 0.096 -2.507
5 O -1.072 0.344 -3.281
6 H -1.839 0.094 0.538
7 H 0.340 0.061 -0.391
8 H 0.778 -0.345 -2.982
9 H 0.399 -0.102 2.390
10 H -0.678 -0.454 3.483
11 O -0.552 -0.333 2.506
12 H 2.455 0.392 1.768
13 H 2.751 0.668 0.384
14 O 2.450 -0.047 0.951

Entry 4:
Molecular formula: C2H7NO4S2
Method: DFT, ωB97M-V/def2-TZVPD

As for the HOMO energy: -11.099 eV. Its total energy is -33535.019 eV. Its multiplicity is 1. Its energy relative to the best compared isomer or geometry (same formula, charge and spin) is 37.5 kcal/mol. As for the charge: 0. For the LUMO energy, the calculation gives 0.0067 Eh. The max |F| comes out at 0.10371 hartree/bohr.

CARTESIAN COORDINATES (ANGSTROEM)
1 C -2.299 -0.427 -0.856
2 C 1.527 -0.458 1.542
3 N 0.241 -1.060 -1.350
4 O -0.658 1.272 -2.064
5 O 1.676 1.239 -0.431
6 O 1.199 2.145 1.777
7 O -0.491 0.843 0.553
8 S -0.637 0.140 -1.213
9 S 1.032 1.106 0.789
10 H -2.068 -1.570 -0.612
11 H -2.651 0.247 -0.151
12 H -2.940 -0.346 -1.820
13 H 2.511 -0.693 1.157
14 H 1.511 -0.300 2.700
15 H 0.832 -1.212 1.278
16 H 1.216 -0.926 -1.299

Entry 5:
Molecular formula: C2H7NO6PS2
Method: DFT, ωB97M-V/def2-TZVPD

As for the HOMO energy: -6.134 eV. Its total energy is -46922.933 eV. Its multiplicity is 1. Its energy relative to the best compared isomer or geometry (same formula, charge and spin) is 0.0 kcal/mol. As for the charge: -1. For the LUMO energy, the calculation gives 0.1216 Eh. The max |F| comes out at 0.01735 hartree/bohr.

CARTESIAN COORDINATES (ANGSTROEM)
1 O -2.673 0.542 0.952
2 P -2.460 -0.774 0.286
3 S -1.176 -0.694 -1.497
4 O -1.181 0.708 -1.861
5 O -1.917 -1.586 -2.375
6 N 0.283 -1.261 -1.264
7 S 1.036 -1.277 0.135
8 O 2.418 -1.629 -0.113
9 O 0.334 -2.071 1.129
10 C 1.104 0.379 0.815
11 C 1.490 1.479 -0.164
12 O 1.940 2.636 0.564
13 H -3.616 -1.308 -0.309
14 H -1.960 -1.791 1.105
15 H 1.910 0.308 1.547
16 H 0.187 0.609 1.361
17 H 2.340 1.154 -0.758
18 H 0.656 1.766 -0.791
19 H 1.284 2.809 1.239

Entry 6:
Molecular formula: C2H7NOS
Method: DFT, ωB97M-V/def2-TZVPD

As for the HOMO energy (alpha / beta): -9.014 / -7.916 eV. Its total energy is -16554.621 eV. Its multiplicity is 1. Its energy relative to the best compared isomer or geometry (same formula, charge and spin) is 141.8 kcal/mol. As for the charge: 0. For the LUMO energy (alpha / beta), the calculation gives -0.0203 / -0.0543 Eh. The max |F| comes out at 0.05924 hartree/bohr.

CARTESIAN COORDINATES (ANGSTROEM)
1 C -1.351 0.784 1.039
2 C 0.041 0.036 -1.116
3 N 1.917 -0.428 0.770
4 O -2.399 -0.996 -0.547
5 S -1.155 -0.583 0.060
6 H -2.291 0.944 1.598
7 H -0.355 1.206 1.489
8 H -0.304 0.820 -1.774
9 H 0.983 0.057 -0.489
10 H 0.138 -0.826 -1.887
11 H 2.218 -1.296 0.401
12 H 2.558 0.282 0.454

Entry 7:
Molecular formula: C2H7NS
Method: DFT, ωB97M-V/def2-TZVPD

As for the HOMO energy: -9.255 eV. Its total energy is -14510.561 eV. Its multiplicity is 1. Its energy relative to the best compared isomer or geometry (same formula, charge and spin) is 48.4 kcal/mol. As for the charge: 0. For the LUMO energy, the calculation gives -0.0181 Eh. The max |F| comes out at 0.08074 hartree/bohr.

CARTESIAN COORDINATES (ANGSTROEM)
1 C -0.612 -0.142 -0.452
2 C 0.861 -0.605 -0.189
3 S 1.804 0.692 0.524
4 N -1.272 0.418 0.725
5 H -1.232 -0.982 -0.806
6 H -0.550 0.544 -1.302
7 H 1.368 -1.048 -1.059
8 H 0.764 -1.434 0.530
9 H 0.689 1.851 -0.491
10 H -1.295 -0.324 1.391
11 H -0.524 1.031 1.129

Entry 8:
Molecular formula: C2H7NS
Method: DFT, ωB97M-V/def2-TZVPD

The SMILES is C=[SH](=C)N. As for the HOMO energy: -7.945 eV. Its total energy is -14507.147 eV. Its multiplicity is 1. Its energy relative to the best compared isomer or geometry (same formula, charge and spin) is 127.1 kcal/mol. As for the charge: 0. For the LUMO energy, the calculation gives 0.0195 Eh. The max |F| comes out at 0.05877 hartree/bohr.

CARTESIAN COORDINATES (ANGSTROEM)
1 C -1.315 -0.402 -1.070
2 C 1.164 -0.931 -0.081
3 N 0.463 1.241 0.878
4 S -0.294 -0.102 0.167
5 H -2.330 -0.303 -0.930
6 H -0.827 -0.407 -1.976
7 H 2.057 -0.486 0.392
8 H 1.090 -1.996 -0.123
9 H 1.303 1.481 0.301
10 H 0.050 2.174 1.179
11 H -1.360 -0.268 1.262

Entry 9:
Molecular formula: C2H7NS
Method: DFT, ωB97M-V/def2-TZVPD

The SMILES is C=NC.S. As for the HOMO energy: -8.500 eV. Its total energy is -14510.417 eV. Its multiplicity is 1. Its energy relative to the best compared isomer or geometry (same formula, charge and spin) is 51.7 kcal/mol. As for the charge: 0. For the LUMO energy, the calculation gives 0.0245 Eh. The max |F| comes out at 0.05721 hartree/bohr.

CARTESIAN COORDINATES (ANGSTROEM)
1 S -3.832 -0.632 -0.106
2 H -4.662 -0.900 -1.197
3 C 0.853 0.277 -0.695
4 C 2.028 0.153 1.467
5 N 0.993 0.092 0.746
6 H 0.583 -0.681 -1.158
7 H 0.098 1.008 -1.014
8 H 1.788 0.667 -1.094
9 H 2.968 -0.388 1.437
10 H 1.872 0.709 2.414
11 H -2.688 -0.306 -0.799

Entry 10:
Molecular formula: C2H7NS
Method: DFT, ωB97M-V/def2-TZVPD

As for the HOMO energy (alpha / beta): -4.916 / -9.707 eV. Its total energy is -14504.961 eV. Its multiplicity is 3. Its energy relative to the best compared isomer or geometry (same formula, charge and spin) is 98.5 kcal/mol. As for the charge: 0. For the LUMO energy (alpha / beta), the calculation gives 0.0236 / -0.0765 Eh. The max |F| comes out at 0.09060 hartree/bohr. As for the expectation value of S²: 2.007.

CARTESIAN COORDINATES (ANGSTROEM)
1 C -1.710 -0.191 -0.845
2 C -1.474 0.268 0.415
3 N 1.861 -0.691 1.036
4 S 2.249 0.045 -0.315
5 H -1.372 -1.216 -1.172
6 H -2.424 0.381 -1.400
7 H 1.836 1.497 -0.098
8 H -2.029 0.961 0.939
9 H -0.545 -0.122 0.940
10 H 2.669 -1.107 1.425
11 H 0.939 0.176 -0.925

Entry 11:
Molecular formula: C2H7NS
Method: DFT, ωB97M-V/def2-TZVPD

As for the HOMO energy (alpha / beta): -4.840 / -9.797 eV. Its total energy is -14506.627 eV. Its multiplicity is 3. Its energy relative to the best compared isomer or geometry (same formula, charge and spin) is 60.1 kcal/mol. As for the charge: 0. For the LUMO energy (alpha / beta), the calculation gives 0.0391 / -0.0876 Eh. The max |F| comes out at 0.08862 hartree/bohr. As for the expectation value of S²: 2.005.

CARTESIAN COORDINATES (ANGSTROEM)
1 C -1.246 -0.402 0.820
2 C 0.088 0.367 0.605
3 N 0.382 0.574 -1.079
4 S 1.735 -0.444 -1.572
5 H -1.915 -0.212 0.004
6 H -0.836 -1.347 0.735
7 H -1.430 -0.230 1.822
8 H 0.248 1.306 0.932
9 H 0.830 -0.314 0.986
10 H -0.352 -0.025 -1.474
11 H 2.496 0.728 -1.779

Entry 12:
Molecular formula: C2H7NS
Method: DFT, ωB97M-V/def2-TZVPD

As for the HOMO energy (alpha / beta): -13.134 / -13.129 eV. Its total energy is -14503.764 eV. Its multiplicity is 2. Its energy relative to the best compared isomer or geometry (same formula, charge and spin) is 7.9 kcal/mol. As for the charge: +1. For the LUMO energy (alpha / beta), the calculation gives -0.1587 / -0.2851 Eh. The max |F| comes out at 0.03868 hartree/bohr. As for the expectation value of S²: 0.761.

CARTESIAN COORDINATES (ANGSTROEM)
1 S -1.901 0.427 1.334
2 H -3.126 0.678 1.809
3 C 1.160 -0.043 -0.972
4 C 1.095 -1.249 -0.274
5 N 2.142 0.418 -1.689
6 H 0.255 0.562 -1.005
7 H 0.127 -1.661 -0.045
8 H 1.921 -1.827 0.120
9 H 3.089 0.072 -1.573
10 H 2.181 1.401 -1.945
11 H -1.980 -0.814 0.844

Entry 13:
Molecular formula: C2H7NS2
Method: DFT, ωB97M-V/def2-TZVPD

The SMILES is C=CN.SS. As for the HOMO energy: -8.221 eV. Its total energy is -25347.016 eV. Its multiplicity is 1. Its energy relative to the best compared isomer or geometry (same formula, charge and spin) is 23.8 kcal/mol. As for the charge: 0. For the LUMO energy, the calculation gives 0.0158 Eh. The max |F| comes out at 0.04863 hartree/bohr.

CARTESIAN COORDINATES (ANGSTROEM)
1 S -2.449 1.714 -0.411
2 S -0.840 2.042 -1.616
3 H -2.352 2.771 0.363
4 H 0.091 1.264 -1.094
5 C 0.988 -0.033 1.024
6 C 0.559 -1.265 0.712
7 N 0.594 -1.727 -0.596
8 H 1.346 0.593 0.254
9 H 1.020 0.475 1.966
10 H 0.244 -1.988 1.533
11 H 0.575 -1.171 -1.427
12 H 0.224 -2.674 -0.709

Entry 14:
Molecular formula: C2H7NS2
Method: DFT, ωB97M-V/def2-TZVPD

As for the HOMO energy (alpha / beta): -8.112 / -8.111 eV. Its total energy is -25345.548 eV. Its multiplicity is 1. Its energy relative to the best compared isomer or geometry (same formula, charge and spin) is 57.6 kcal/mol. As for the charge: 0. For the LUMO energy (alpha / beta), the calculation gives -0.0805 / -0.0806 Eh. The max |F| comes out at 0.03965 hartree/bohr.

CARTESIAN COORDINATES (ANGSTROEM)
1 C -0.360 -1.584 -0.605
2 C -1.183 -0.780 0.384
3 N 2.151 2.719 0.458
4 S -0.168 -0.117 1.718
5 S 2.139 1.199 -0.126
6 H -0.992 -1.947 -1.414
7 H 0.430 -0.962 -1.021
8 H 0.102 -2.436 -0.111
9 H -1.937 -1.405 0.868
10 H -1.681 0.061 -0.101
11 H 1.428 3.362 0.172
12 H 2.583 2.898 1.352

Entry 15:
Molecular formula: C2H7NS2
Method: DFT, ωB97M-V/def2-TZVPD

The SMILES is NCCSS. As for the HOMO energy: -8.975 eV. Its total energy is -25347.942 eV. Its multiplicity is 1. Its energy relative to the best compared isomer or geometry (same formula, charge and spin) is 2.5 kcal/mol. As for the charge: 0. For the LUMO energy, the calculation gives 0.0208 Eh. The max |F| comes out at 0.02365 hartree/bohr.

CARTESIAN COORDINATES (ANGSTROEM)
1 N -1.421 1.686 0.420
2 C -0.343 0.753 0.728
3 C -0.163 -0.410 -0.250
4 S 1.018 -1.598 0.540
5 S 2.595 -1.641 -0.785
6 H -2.298 1.282 0.120
7 H -1.120 2.266 -0.355
8 H -0.472 0.365 1.741
9 H 0.588 1.310 0.732
10 H 0.265 -0.137 -1.208
11 H -1.056 -1.015 -0.367
12 H 2.407 -2.861 -1.315

Entry 16:
Molecular formula: C2H7O
Method: DFT, ωB97M-V/def2-TZVPD

As for the HOMO energy: -2.033 eV. Its total energy is -4234.085 eV. Its multiplicity is 1. Its energy relative to the best compared isomer or geometry (same formula, charge and spin) is 4.9 kcal/mol. As for the charge: -1. For the LUMO energy, the calculation gives 0.1624 Eh. The max |F| comes out at 0.02461 hartree/bohr.

CARTESIAN COORDINATES (ANGSTROEM)
1 O -1.453 1.671 -0.378
2 H -0.572 1.773 -0.033
3 C 1.179 -0.275 0.231
4 C 0.144 -1.409 0.112
5 H 1.813 -0.399 1.120
6 H 1.875 -0.200 -0.615
7 H 0.723 0.693 0.353
8 H -0.563 -1.115 -0.660
9 H -0.376 -1.484 1.069
10 H 0.587 -2.341 -0.218

Entry 17:
Molecular formula: C2H7O2
Method: DFT, ωB97M-V/def2-TZVPD

As for the HOMO energy: -2.903 eV. Its total energy is -6282.393 eV. Its multiplicity is 1. Its energy relative to the best compared isomer or geometry (same formula, charge and spin) is 6.9 kcal/mol. As for the charge: -1. For the LUMO energy, the calculation gives 0.1703 Eh. The max |F| comes out at 0.01476 hartree/bohr.

CARTESIAN COORDINATES (ANGSTROEM)
1 C -0.265 -0.299 -0.832
2 O 0.700 0.538 -1.307
3 C -1.157 0.260 0.336
4 H -1.027 -0.572 -1.598
5 H 0.198 -1.231 -0.448
6 H -2.188 0.420 0.003
7 H -1.191 -0.424 1.196
8 H -0.850 1.219 0.768
9 H 1.694 0.357 -0.064
10 H 1.763 -0.435 1.230
11 O 2.324 0.167 0.718

Entry 18:
Molecular formula: C2H7O2
Method: DFT, ωB97M-V/def2-TZVPD

As for the HOMO energy: -1.182 eV. Its total energy is -6278.981 eV. Its multiplicity is 1. Its energy relative to the best compared isomer or geometry (same formula, charge and spin) is 85.6 kcal/mol. As for the charge: -1. For the LUMO energy, the calculation gives 0.1491 Eh. The max |F| comes out at 0.06555 hartree/bohr.

CARTESIAN COORDINATES (ANGSTROEM)
1 H -1.353 -0.541 -2.063
2 O -1.911 -0.549 0.017
3 H -2.128 0.116 -0.743
4 C -0.552 -0.725 -0.070
5 H -0.208 -1.335 0.788
6 H 0.051 -1.056 -0.941
7 C 1.264 0.818 0.615
8 O -0.057 0.741 0.161
9 H 1.519 1.873 0.791
10 H 1.399 0.261 1.563
11 H 1.976 0.396 -0.119

Entry 19:
Molecular formula: C2H7O2
Method: DFT, ωB97M-V/def2-TZVPD

As for the HOMO energy (alpha / beta): -10.456 / -10.420 eV. Its total energy is -6279.926 eV. Its multiplicity is 2. Its energy relative to the best compared isomer or geometry (same formula, charge and spin) is 13.3 kcal/mol. As for the charge: 0. For the LUMO energy (alpha / beta), the calculation gives 0.0343 / -0.0879 Eh. The max |F| comes out at 0.02823 hartree/bohr. As for the expectation value of S²: 0.755.

CARTESIAN COORDINATES (ANGSTROEM)
1 O 1.367 -0.947 -1.853
2 H 2.209 -1.401 -1.717
3 C 0.120 0.618 0.831
4 O 0.997 -0.352 0.533
5 C -1.316 0.198 0.343
6 H 0.094 0.877 1.892
7 H 0.267 1.517 0.207
8 H 1.176 -0.759 -0.888
9 H -1.977 1.048 0.276
10 H -1.245 -0.240 -0.654
11 H -1.690 -0.560 1.030

Entry 20:
Molecular formula: C2H7O2
Method: DFT, ωB97M-V/def2-TZVPD

As for the HOMO energy: -15.300 eV. Its total energy is -6273.809 eV. Its multiplicity is 1. Its energy relative to the best compared isomer or geometry (same formula, charge and spin) is 26.7 kcal/mol. As for the charge: +1. For the LUMO energy, the calculation gives -0.2194 Eh. The max |F| comes out at 0.03903 hartree/bohr.

CARTESIAN COORDINATES (ANGSTROEM)
1 O -2.662 0.117 0.022
2 H -3.277 0.879 0.170
3 H -0.679 -0.089 0.075
4 H -3.098 -0.701 -0.289
5 C 0.093 0.541 -0.443
6 C 1.430 0.263 0.222
7 O 1.809 -0.930 0.247
8 H -0.219 1.593 -0.321
9 H 0.085 0.241 -1.539
10 H 2.116 1.011 0.677
11 H 2.755 -1.251 0.396